Entry 1:
{"formula": "C23H26N4O5", "method": "ωB97M-V/def2-TZVPD", "smiles": "COC(=O)c1c(NC(=O)CN2CCN(C(=O)c3ccco3)CC2)c2cc(C)ccc2n1C", "total_charge": 0, "homo_lumo_gap_ev": 7.9, "e_lumo_ev": 0.38, "homo_ha": -0.2776, "symbols": ["O", "O", "O", "O", "O", "N", "N", "N", "N", "C", "C", "C", "C", "C", "C", "C", "C", "C", "C", "C", "C", "C", "C", "C", "C", "C", "C", "C", "C", "C", "C", "C", "H", "H", "H", "H", "H", "H", "H", "H", "H", "H", "H", "H", "H", "H", "H", "H", "H", "H", "H", "H", "H", "H", "H", "H", "H", "H"], "coordinates": [[0.9839, 2.9265, 1.5201], [-0.0403, -3.3747, 1.6253], [-1.0978, -1.4090, 1.8848], [-3.8914, -1.4239, -0.1793], [-0.7279, -0.8951, -1.7401], [0.0513, 0.8791, 1.0721], [-3.3000, 0.5109, -1.1515], [2.2541, -1.9131, 0.5837], [-2.2257, 2.0470, 0.4787], [4.3608, -0.9772, -0.3561], [-1.4205, 2.6951, 1.4877], [3.0678, -0.9105, 0.1624], [-0.0420, -2.1662, 1.5137], [-1.9447, 2.5093, -0.8664], [2.3968, 0.3308, 0.2987], [2.6335, -3.2999, 0.5584], [-1.6808, -2.8514, -1.2647], [0.1647, -1.8657, -1.9797], [4.9620, 0.1984, -0.7333], [1.0536, -1.3605, 0.9969], [1.1152, 0.0258, 0.8310], [-2.2316, -2.0847, 2.4232], [-3.6523, 2.0151, 0.7299], [0.0272, 2.2015, 1.3662], [3.0412, 1.5097, -0.0947], [4.3173, 1.4424, -0.6053], [-1.8663, -1.4904, -1.3023], [5.0424, 2.6838, -1.0323], [-2.4277, 1.4207, -1.8522], [-4.3236, 1.2226, -0.4154], [-0.3660, -3.0909, -1.7123], [-3.0751, -0.7877, -0.8371], [-2.4448, 3.4710, -1.0732], [-4.0910, 3.0261, 0.7955], [1.1317, -1.5579, -2.3277], [-1.5857, 0.8856, -2.2780], [4.8739, -1.9213, -0.4551], [-2.9970, 1.8776, -2.6710], [-3.0395, -2.0561, 1.6899], [0.1167, -4.0409, -1.8088], [1.8132, -3.9044, 0.9335], [-1.9712, -3.1190, 2.6503], [5.9954, 2.7654, -0.5114], [3.5145, -3.4573, 1.1847], [2.8690, -3.6030, -0.4645], [4.4508, 3.5687, -0.8149], [-4.8385, 1.8946, -1.1068], [-0.8556, 0.4232, 1.0868], [-3.8117, 1.5079, 1.6841], [-0.8696, 2.6598, -0.9697], [-5.0343, 0.4947, -0.0253], [-1.7926, 2.4112, 2.4764], [2.5489, 2.4596, 0.0314], [5.9643, 0.1765, -1.1368], [-2.5223, -1.5569, 3.3306], [5.2496, 2.6559, -2.1021], [-1.4267, 3.7945, 1.4230], [-2.4057, -3.5734, -0.9512]], "atomic_forces_ev_per_a": [[0.2, 0.2, 0.1], [0.0, 0.3, 0.0], [0.3, 0.2, -0.2], [0.1, -0.2, 0.0], [0.0, 0.4, 0.0], [-0.3, -0.3, 0.0], [-0.3, 0.0, -0.2], [0.0, 0.1, 0.0], [-0.1, 0.2, 0.2], [0.2, -0.1, -0.1], [0.0, 0.1, -0.1], [-0.3, 0.5, 0.1], [-0.3, -0.5, 0.2], [0.0, -0.1, 0.0], [0.2, -0.4, 0.0], [0.1, -0.4, 0.0], [-0.3, 0.8, 0.0], [0.1, -0.8, -0.1], [-0.1, -0.2, 0.1], [0.0, 0.8, 0.0], [0.1, -0.7, 0.2], [-0.4, -0.4, 0.2], [0.0, 0.0, 0.1], [-0.3, 0.0, 0.0], [0.2, 0.0, -0.1], [-0.2, 0.1, 0.0], [-0.1, -1.3, 0.2], [0.0, 0.0, 0.0], [0.2, 0.1, -0.3], [-0.2, -0.1, 0.1], [0.3, 0.5, -0.2], [-0.2, 0.3, -0.1], [0.1, 0.0, 0.0], [0.0, -0.1, 0.0], [0.1, 0.1, 0.0], [-0.1, 0.1, 0.0], [0.1, -0.1, 0.0], [0.1, 0.0, 0.1], [0.1, 0.0, 0.1], [0.2, -0.2, 0.0], [0.2, 0.1, -0.1], [-0.1, 0.2, 0.0], [0.1, 0.1, 0.0], [0.0, 0.0, 0.0], [0.0, 0.0, 0.0], [0.0, 0.1, 0.0], [0.0, 0.0, 0.0], [0.2, 0.2, -0.1], [0.0, 0.1, 0.0], [0.0, 0.0, 0.0], [0.0, 0.2, -0.1], [0.0, 0.0, 0.0], [0.0, 0.1, 0.0], [0.1, 0.0, 0.0], [0.0, 0.0, 0.0], [0.0, 0.1, -0.1], [0.1, -0.1, 0.0], [-0.2, -0.1, 0.1]]}


Entry 2:
{"formula": "C23H26N7O5RuS2Se2", "method": "ωB97M-V/def2-TZVPD", "total_charge": -2, "multiplicity": 2, "homo_lumo_gap_ev": [5.8, 5.7], "e_lumo_ev": [4.50, 4.50], "homo_ha": [-0.0483, -0.0451], "symbols": ["Ru", "Se", "Se", "S", "S", "O", "O", "O", "O", "O", "N", "N", "N", "N", "N", "N", "N", "C", "C", "C", "C", "C", "C", "C", "C", "C", "C", "C", "C", "C", "C", "C", "C", "C", "C", "C", "C", "C", "C", "C", "H", "H", "H", "H", "H", "H", "H", "H", "H", "H", "H", "H", "H", "H", "H", "H", "H", "H", "H", "H", "H", "H", "H", "H", "H", "H"], "coordinates": [[0.5189, 0.4734, 0.2788], [1.6754, 2.4037, 1.4315], [2.7496, -0.5916, -0.1368], [0.0554, -1.8171, -0.7902], [-0.9275, 4.3941, -0.5508], [4.6451, 3.5404, 0.7160], [-1.0015, 4.6795, 0.8578], [-0.0502, 0.0717, 2.2501], [-2.1011, 4.6476, -1.3611], [5.5218, 0.6181, 3.7116], [3.3179, 8.0470, -2.6041], [-1.9721, -2.0219, -2.5628], [-0.0626, 3.0294, -3.0478], [-2.2310, -0.3902, -0.9954], [-1.6380, 0.1928, 0.1325], [0.4364, 1.0799, -1.7575], [-0.3976, 2.8938, -0.6851], [0.3360, 2.3637, -4.1197], [-0.6490, 1.4005, 4.0987], [4.2093, -0.1948, 1.1060], [-1.9985, 1.4786, 2.1099], [-2.3737, 1.0050, 0.7808], [2.4245, 6.6024, -0.8608], [1.4409, 5.7433, -0.3931], [0.3368, 5.4552, -1.1851], [-1.4826, -1.3434, -1.4410], [4.3852, 1.2385, 1.5797], [-2.6166, 2.8109, 4.0420], [-1.4972, 2.2997, 4.7092], [0.2117, 6.0415, -2.4371], [0.7812, 1.0532, -4.0993], [-2.8443, 2.3858, 2.7488], [1.1866, 6.9132, -2.8961], [3.1568, 1.6504, 2.3987], [5.6252, 1.3400, 2.4746], [0.8192, 0.4515, -2.8506], [-0.0278, 2.3741, -1.8684], [-0.8581, 0.9533, 2.7732], [4.6436, 2.1515, 0.3799], [2.3018, 7.1984, -2.1118], [2.9800, 8.7680, -3.2209], [3.2993, 6.8055, -0.2507], [1.5174, 5.2888, 0.5872], [-0.6533, 5.7966, -3.0383], [1.1568, -0.5672, -2.7007], [0.2999, 2.9156, -5.0575], [1.0921, 7.3705, -3.8770], [4.0908, -0.8434, 1.9724], [5.1049, -0.5213, 0.5662], [3.9117, 8.4253, -1.8837], [-3.6995, 2.7625, 2.1956], [3.4232, 2.4296, 3.1194], [5.8235, 2.3982, 2.6704], [0.2296, 1.0194, 4.6052], [-2.9799, -2.0199, -2.6130], [1.0942, 0.5309, -4.9913], [2.7614, 0.7917, 2.9506], [3.9012, 1.9473, -0.3897], [5.6334, 1.9199, -0.0300], [6.4912, 0.9183, 1.9560], [-1.5504, -2.9276, -2.6859], [-1.2800, 2.6309, 5.7200], [4.6232, 0.7507, 4.0336], [-3.3483, 1.2740, 0.3719], [3.6963, 3.7338, 0.8354], [-3.2728, 3.5282, 4.5169]], "atomic_forces_ev_per_a": [[-0.1, -1.6, -0.7], [-0.6, 0.6, -0.8], [-0.1, 0.2, 0.0], [-0.4, 0.1, 0.2], [-0.1, -0.3, -0.2], [-0.1, -0.2, 0.0], [-0.2, 0.1, 0.1], [0.2, 0.1, 0.6], [-0.1, 0.1, 0.1], [0.1, 0.1, -0.1], [0.0, -0.1, 0.0], [0.2, 0.0, 0.2], [-0.1, -0.1, 0.1], [0.4, 0.2, 0.4], [-0.2, 0.7, -0.5], [0.5, 0.8, 0.2], [0.0, 0.0, -0.7], [0.0, 0.0, 0.0], [-0.1, 0.0, 0.1], [0.1, -0.1, 0.1], [-0.2, 0.1, -0.6], [-0.1, -0.1, 0.8], [0.0, -0.1, 0.1], [0.0, 0.0, -0.1], [0.2, 0.3, -0.1], [-0.2, -0.2, -0.3], [0.1, 0.0, 0.0], [0.1, -0.1, 0.0], [0.0, 0.0, 0.0], [0.0, 0.0, 0.1], [-0.1, 0.1, 0.0], [0.0, 0.1, 0.0], [0.0, 0.0, 0.0], [0.1, -0.2, 0.3], [0.0, -0.2, 0.2], [0.2, -0.1, 0.0], [0.0, 0.0, 0.4], [0.2, -0.4, 0.0], [0.1, 0.2, 0.0], [0.1, 0.1, 0.0], [0.0, 0.0, 0.0], [0.0, 0.0, 0.0], [0.0, 0.0, 0.0], [0.0, 0.0, 0.0], [0.1, 0.1, -0.1], [0.0, 0.0, 0.0], [0.0, 0.0, 0.0], [0.1, 0.0, 0.0], [0.0, 0.0, 0.0], [0.0, 0.0, 0.0], [0.0, 0.0, 0.0], [0.1, 0.0, 0.0], [0.0, 0.0, 0.0], [0.0, 0.0, 0.0], [0.0, 0.0, 0.0], [0.0, 0.0, 0.0], [0.1, 0.0, 0.1], [-0.1, 0.0, 0.0], [0.0, 0.0, 0.0], [0.0, 0.0, 0.0], [0.0, 0.0, 0.0], [0.0, 0.0, 0.0], [0.0, 0.0, 0.0], [-0.1, -0.1, 0.1], [0.0, 0.1, 0.0], [0.0, 0.0, 0.0]]}


ΔE to the lowest compared entry with this formula, charge and spin per entry: 64.5; 34.5 kcal per mole
Molecular weight per entry: 438.5; 803.6 g mol⁻¹
Electronic energy per entry: -40471.4976; -199888.5328 eV